Record 1
# C3H9N4S

The ion C3H9N4S with charge +1 at a distorted geometry (ωB97M-V/def2-TZVPD, the Open Molecules 2025 dataset).

total charge: +1
E_HOMO: -14.16 eV
energy above the lowest of the compared OMol25 structures with the same formula, charge and spin: 294.1 kJ/mol
LUMO energy: -0.1534 hartree
gap between HOMO and LUMO: 0.3670 Ha

Each line ends with the Mulliken charge.
Cartesian coordinates (Å):
C1 0.67 0.58 0.33  0.990
C2 0.40 -0.82 0.16  0.054
C3 1.00 -1.80 0.80  -1.115
N1 -2.43 0.57 -0.32  -0.407
N2 -1.38 -0.20 -2.41  -0.472
N3 0.05 1.44 -0.34  -0.467
N4 1.82 1.00 1.03  -0.511
S1 -1.64 1.08 -1.67  0.549
H1 -2.51 1.18 0.51  0.284
H2 -0.24 -1.14 -0.56  0.322
H3 0.76 -2.91 0.80  0.256
H4 1.81 -1.71 1.57  0.203
H5 -2.59 -0.48 -0.40  0.340
H6 -0.95 -0.30 -3.35  0.293
H7 0.51 2.38 -0.33  0.200
H8 2.09 0.50 1.83  0.240
H9 1.78 1.93 1.25  0.241

=====

Record 2
# C27H33F3N2O3

The molecule C27H33F3N2O3 (ωB97M-V/def2-TZVPD, the Open Molecules 2025 dataset).

E_HOMO: -9.08 eV
energy above the lowest of the compared OMol25 structures with the same formula, charge and spin: 20.0 kJ/mol
LUMO energy: 0.0216 hartree
gap between HOMO and LUMO: 0.3552 Ha
SMILES: Cc1ccccc1COC[C@H](CC(C)C)N1CCN(C(=O)c2cccc(C(F)(F)F)c2)CCC1=O

Each line ends with the Mulliken charge.
Cartesian coordinates (Å):
C1 4.59 -3.91 1.83  -1.553
C2 4.37 -3.27 0.48  0.837
C3 5.36 -3.35 -0.48  -0.701
C4 5.19 -2.79 -1.74  -0.675
C5 4.01 -2.14 -2.05  -0.710
C6 3.01 -2.07 -1.10  -0.537
C7 3.18 -2.61 0.17  0.805
C8 2.05 -2.47 1.17  -0.874
O1 1.37 -1.24 1.08  -0.093
C9 2.15 -0.10 1.41  -1.618
C10 1.94 1.00 0.35  -0.011
N1 0.52 1.18 0.10  1.147
C11 0.04 0.80 -1.10  0.939
O2 0.76 0.45 -2.02  -0.666
C12 -1.47 0.83 -1.29  -1.514
H1 -1.65 0.61 -2.34  0.447
H2 -1.87 1.83 -1.08  0.338
C13 -2.19 -0.21 -0.42  -0.488
N2 -2.41 0.27 0.93  0.089
C14 -3.58 0.79 1.37  0.311
O3 -3.69 1.37 2.43  -0.665
C15 -4.79 0.57 0.49  0.328
C16 -5.36 -0.69 0.38  -0.038
C17 -6.52 -0.84 -0.35  0.144
C18 -7.13 0.24 -0.97  -0.683
C19 -6.56 1.50 -0.84  -0.803
C20 -5.40 1.67 -0.11  -0.591
H3 -4.96 2.65 0.00  0.518
H4 -7.03 2.35 -1.32  0.414
H5 -8.04 0.10 -1.54  0.469
C21 -7.14 -2.21 -0.45  0.948
F1 -6.22 -3.18 -0.56  -0.262
F2 -7.97 -2.35 -1.49  -0.282
F3 -7.87 -2.52 0.65  -0.256
H6 -4.90 -1.54 0.87  0.481
C22 -1.23 0.45 1.73  -1.187
H7 -1.56 0.70 2.74  0.438
H8 -0.65 -0.48 1.74  0.366
C23 -0.34 1.59 1.20  -1.168
H9 0.30 1.93 2.01  0.472
H10 -0.97 2.43 0.89  0.632
H11 -3.15 -0.46 -0.87  0.511
H12 -1.58 -1.12 -0.37  0.245
C24 2.68 2.28 0.74  -1.342
H13 2.21 2.74 1.62  0.326
H14 3.69 1.98 1.04  0.531
C25 2.82 3.34 -0.36  0.695
C26 1.49 4.03 -0.68  -1.400
H15 0.82 3.36 -1.20  0.169
H16 1.01 4.38 0.23  0.324
H17 1.67 4.89 -1.32  0.480
C27 3.44 2.77 -1.63  -1.514
H18 3.68 3.58 -2.32  0.498
H19 2.74 2.10 -2.14  0.218
H20 4.35 2.23 -1.41  0.341
H21 3.50 4.10 0.04  0.441
H22 2.35 0.63 -0.59  0.517
H23 1.87 0.25 2.41  0.190
H24 3.22 -0.36 1.42  0.652
H25 2.42 -2.61 2.20  0.327
H26 1.28 -3.23 0.98  0.310
H27 2.08 -1.57 -1.34  0.445
H28 3.86 -1.71 -3.02  0.489
H29 5.99 -2.85 -2.47  0.389
H30 6.29 -3.86 -0.25  0.350
H31 5.55 -4.42 1.85  0.394
H32 4.59 -3.16 2.62  0.317
H33 3.81 -4.63 2.05  0.351

=====

Record 3
# C3H10N2O2

A cluster of 2 separate species, C3H10N2O2 in total at a distorted geometry (ωB97M-V/def2-TZVPD, the Open Molecules 2025 dataset).

E_HOMO: -9.53 eV
energy above the lowest of the compared OMol25 structures with the same formula, charge and spin: 54.0 kJ/mol
LUMO energy: 0.0297 hartree
gap between HOMO and LUMO: 0.3800 Ha
SMILES: CC(=O)NCN.O

Each line ends with the Mulliken charge.
Cartesian coordinates (Å):
O1 0.30 -1.06 1.26  -0.630
C1 -0.52 -1.06 0.36  0.606
N1 -0.43 -0.18 -0.68  -0.222
C2 0.59 0.84 -0.68  -0.272
N2 0.61 1.43 -2.02  -0.701
C3 -1.65 -2.04 0.31  -1.061
H1 -1.22 -0.04 -1.30  0.278
H2 0.31 1.62 0.03  0.399
H3 1.54 0.38 -0.43  0.225
H4 1.30 2.16 -2.07  0.233
H5 0.90 0.72 -2.69  0.230
H6 -1.92 -2.30 1.34  0.307
H7 -2.55 -1.76 -0.23  0.358
H8 -1.26 -2.99 -0.09  0.259
H9 2.03 1.73 2.18  0.308
H10 0.88 0.81 2.39  0.329
O2 1.08 1.76 2.32  -0.646

=====

Record 4
# C5H8N2

The molecule C5H8N2 at a distorted geometry (ωB97M-V/def2-TZVPD, the Open Molecules 2025 dataset).

E_HOMO: -8.87 eV
energy above the lowest of the compared OMol25 structures with the same formula, charge and spin: 411.8 kJ/mol
LUMO energy: 0.0309 hartree
gap between HOMO and LUMO: 0.3567 Ha

Each line ends with the Mulliken charge.
Cartesian coordinates (Å):
N1 1.97 -0.82 0.04  -0.610
C1 0.89 0.09 0.34  0.291
C2 1.30 1.52 0.39  0.067
N2 1.66 2.62 0.42  -0.445
C3 -0.10 -0.20 -0.80  -0.261
C4 -1.78 0.36 -0.17  -0.494
C5 -1.20 -1.05 -0.34  -0.593
H1 2.69 -0.79 0.75  0.258
H2 2.39 -0.57 -0.85  0.283
H3 0.51 -0.16 1.35  0.234
H4 -1.01 1.02 -0.74  0.166
H5 -1.86 0.70 0.86  0.286
H6 -2.67 0.54 -0.77  0.334
H7 -1.70 -1.66 -1.09  0.272
H8 -1.09 -1.59 0.61  0.212

=====

Record 5
# C2H9N2

A cluster of 2 separate species, C2H9N2 in total at a distorted geometry (ωB97M-V/def2-TZVPD, the Open Molecules 2025 dataset).

total charge: +1
E_HOMO (spin up / spin down): -12.71 / -12.59 eV
energy above the lowest of the compared OMol25 structures with the same formula, charge and spin: 344.6 kJ/mol
LUMO energy (spin up / spin down): -0.1444 / -0.1402 hartree
gap between HOMO and LUMO (spin up / spin down): 0.3226 / 0.3226 Ha

Each line ends with the Mulliken charge.
Cartesian coordinates (Å):
C1 -1.96 -0.37 0.01  -0.939
C2 0.56 -0.11 -0.44  -0.262
N1 1.40 -1.05 0.10  -0.488
N2 0.72 1.24 0.17  -0.359
H1 -2.32 0.02 -0.92  0.356
H2 -2.04 0.25 0.89  0.369
H3 -2.01 -1.43 0.15  0.324
H4 0.51 -0.07 -1.52  0.407
H5 1.58 -1.86 -0.49  0.275
H6 1.29 -1.29 1.07  0.225
H7 1.54 1.75 -0.20  0.359
H8 0.84 1.13 1.19  0.344
H9 -0.13 1.80 0.00  0.389

=====

Record 6
# C4H8IN3

The ion C4H8IN3 with charge +2 at a distorted geometry (ωB97M-V/def2-TZVPD, the Open Molecules 2025 dataset).

total charge: +2
E_HOMO: -16.58 eV
energy above the lowest of the compared OMol25 structures with the same formula, charge and spin: 69.9 kJ/mol
LUMO energy: -0.3630 hartree
gap between HOMO and LUMO: 0.2464 Ha
SMILES: C=C(I)C(=[NH2+])/[NH+]=C/N

Each line ends with the Mulliken charge.
Cartesian coordinates (Å):
C1 -1.81 -2.17 1.19  -0.404
C2 1.21 1.53 0.27  0.128
C3 -1.85 -1.00 0.58  -0.361
C4 -0.42 -0.19 0.01  0.448
N1 1.39 2.79 0.27  -0.194
N2 0.15 -0.80 -0.96  -0.310
N3 0.03 0.94 0.57  -0.183
I1 -3.46 0.20 -0.07  0.308
H1 -2.77 -2.61 1.54  0.329
H2 -0.92 -2.88 1.01  0.286
H3 1.96 0.72 0.09  0.387
H4 2.21 3.26 -0.12  0.300
H5 0.73 3.32 0.76  0.238
H6 -0.40 -1.63 -1.35  0.372
H7 0.82 -0.34 -1.60  0.277
H8 -0.56 1.56 1.24  0.380